No. 1
The following is a quantum chemistry calculation of a 4-piece molecular cluster, C2H11NO4 overall in a non-equilibrium geometry, from OMol25.

Summary:
HOMO (alpha / beta): 1.03 / -7.26 eV
ΔE to the lowest compared entry with this formula, charge and spin: 142.1 kJ/mol
2S+1: 2
charge: -1
HOMO-LUMO gap (alpha / beta): 1.885 / 10.181 eV
E_tot: -11931.020 eV
largest force on an atom: 0.075 hartree/bohr
molecular weight: 113.113 g/mol
⟨S²⟩: 0.75

Each line ends with the Mulliken charge.
Positions of all 18 atoms, in Å:
C1 -0.74582 0.17310 -2.51069  -1.46
C2 -0.56304 1.69370 -2.33624  0.15
N1 -1.81675 2.41665 -2.30479  -0.53
O1 0.51935 2.22046 -2.20546  -0.25
H1 -1.16415 -0.38242 -1.69382  0.57
H2 -1.37668 0.03664 -3.34814  0.36
H3 0.23760 -0.32942 -2.60287  0.33
H4 -2.49325 2.12131 -3.00810  0.32
H5 -1.49124 3.43128 -2.40478  0.28
H6 2.43375 2.36298 -0.48935  0.30
H7 2.59827 1.03701 0.17853  0.35
O2 2.71150 1.38814 -0.67484  -0.67
H8 -1.89969 -3.55058 3.87973  0.89
H9 -0.89090 -4.75916 4.26731  0.69
O3 -0.98275 -3.77950 4.11574  -2.13
H10 1.18616 -2.03602 3.60104  0.53
H11 1.73739 -0.56960 4.02195  0.46
O4 2.00026 -1.47458 3.51479  -1.21

Cartesian forces (eV/Å) of the 3 atoms listed first:
1.8 0.5 0.5
-0.9 -0.9 0.4
2.7 1.5 -0.4

No. 2
The following is a quantum chemistry calculation of a 4-piece molecular cluster, C2H11NO4 overall in a non-equilibrium geometry, from OMol25.

Summary:
HOMO: -10.35 eV
ΔE to the lowest compared entry with this formula, charge and spin: 149.8 kJ/mol
2S+1: 1
HOMO-LUMO gap: 10.989 eV
E_tot: -11932.205 eV
largest force on an atom: 0.069 hartree/bohr
molecular weight: 113.113 g/mol
SMILES string: CNC=O.O.O.O

Each line ends with the Mulliken charge.
Positions of all 18 atoms, in Å:
C1 -1.62318 -1.34903 1.36590  -0.76
N1 -1.54472 -0.94811 -0.07586  -0.13
C2 -1.63575 0.37103 -0.45660  0.04
O1 -1.51291 0.96088 -1.51708  -0.62
H1 -2.08627 -2.30167 1.46216  0.33
H2 -0.54831 -1.44696 1.83472  0.24
H3 -2.13918 -0.62267 1.92240  0.32
H4 -1.11041 -1.57609 -0.66771  0.23
H5 -1.72154 1.04330 0.38043  0.35
O2 2.76689 -0.03608 0.06996  -0.63
H6 2.19490 0.03348 -0.68509  0.37
H7 3.19268 0.76482 0.05900  0.31
O3 1.05842 -0.08488 -2.08657  -0.71
H8 1.36719 -0.19165 -3.04542  0.31
H9 0.14112 0.29848 -2.20021  0.36
O4 1.25117 0.94133 2.55762  -0.61
H10 1.39309 1.78671 2.15723  0.30
H11 1.17473 0.46695 1.66622  0.30

Cartesian forces (eV/Å) of the 3 atoms listed first:
3.4 0.0 -0.9
-1.0 2.2 1.6
0.6 0.1 1.1

No. 3
The following is a quantum chemistry calculation of a 4-piece molecular cluster, C2H11NO4 overall in a non-equilibrium geometry, from OMol25.

Summary:
HOMO: -9.31 eV
ΔE to the lowest compared entry with this formula, charge and spin: 205.3 kJ/mol
2S+1: 1
HOMO-LUMO gap: 9.486 eV
E_tot: -11931.629 eV
largest force on an atom: 0.028 hartree/bohr
molecular weight: 113.113 g/mol
SMILES string: NCC=O.O.O.O

Each line ends with the Mulliken charge.
Positions of all 18 atoms, in Å:
N1 0.33972 0.40874 0.16444  -0.41
C1 -0.87462 0.99732 0.66501  -0.54
C2 -0.87436 2.48809 0.87642  0.08
O1 -0.51083 3.03850 1.88282  -0.45
H1 1.14369 0.51868 0.74932  0.25
H2 0.71430 0.76382 -0.72397  0.21
H3 -1.12289 0.53796 1.62832  0.32
H4 -1.73158 0.72466 0.03790  0.31
H5 -1.09793 3.09623 -0.02500  0.31
O2 1.22107 -2.70282 -1.76357  -0.63
H6 1.50697 -2.67671 -0.84193  0.31
H7 0.42638 -2.16289 -1.70224  0.30
O3 1.03464 0.73501 -2.56438  -0.70
H8 0.40069 0.08773 -2.89489  0.30
H9 1.85835 0.24554 -2.69361  0.35
O4 -0.83030 -3.39892 1.68004  -0.62
H10 -0.06743 -2.84631 1.83546  0.30
H11 -0.87594 -3.59357 0.74122  0.32

Cartesian forces (eV/Å) of the 3 atoms listed first:
0.9 -0.2 -1.1
-1.0 -0.5 0.9
0.9 0.5 -0.5

Q: Which value of largest force on an atom does entry 3 give?
A: 0.028 hartree/bohr